DFT (ωB97M-V/def2-TZVPD) results for 2 unconnected molecules or ions with the total composition C2H3NO4.

Element x y z (Å)
O -1.88 1.47 -0.58
C -0.83 1.12 -0.31
C 0.45 1.00 -0.12
N 1.28 -0.14 -0.28
O 0.89 -0.97 -1.10
O 2.37 -0.10 0.26
H 0.85 1.76 0.47
O -1.40 -1.17 0.59
H -0.90 -1.48 -0.20
H -0.83 -1.48 1.29

HOMO level	-10.5	eV
ΔE to the lowest compared entry with this formula, charge and spin	4.942	eV
SMILES	O=C=C[N+](=O)[O-].O
gap between HOMO and LUMO	10.05	eV

DFT (ωB97M-V/def2-TZVPD) results for a molecular structure, C31H58BN8Rh.

Element x y z (Å)
Rh -1.22 0.02 -0.18
C -2.87 3.55 -2.59
C -2.29 2.16 -2.91
C -3.06 1.07 -2.19
C -0.84 2.14 -2.55
C 0.16 2.92 -3.12
C 1.35 2.59 -2.46
C 2.63 3.26 -2.83
C 3.65 2.28 -3.40
C 3.23 4.10 -1.71
N 1.05 1.64 -1.53
N -0.27 1.39 -1.60
B 1.95 0.87 -0.51
N 1.45 1.16 0.94
N 0.14 1.04 1.22
C -0.09 1.41 2.48
C 1.13 1.77 3.04
C 2.09 1.59 2.05
C 3.55 1.76 2.34
C 4.24 0.39 2.37
C 4.31 2.75 1.45
C -1.42 1.39 3.16
C -1.55 0.10 3.98
C -2.56 1.50 2.15
N 1.79 -0.66 -0.77
N 0.54 -1.18 -0.72
C 0.59 -2.48 -1.05
C 1.90 -2.80 -1.31
C 2.65 -1.63 -1.11
C 4.14 -1.76 -1.21
C 4.60 -2.65 -0.04
C 5.03 -0.54 -1.35
C -0.60 -3.38 -1.03
C -0.35 -4.68 -1.77
C -0.97 -3.65 0.44
H -3.90 3.61 -2.93
H -2.83 3.73 -1.52
H -2.31 4.32 -3.10
H -2.37 2.00 -3.99
H -3.02 1.26 -1.10
H -4.11 1.08 -2.49
H -2.64 0.09 -2.45
H 0.05 3.63 -3.91
H 2.35 3.95 -3.64
H 4.07 1.66 -2.62
H 3.20 1.64 -4.16
H 4.46 2.84 -3.86
H 3.58 3.47 -0.90
H 4.07 4.66 -2.10
H 2.50 4.80 -1.32
H 3.06 1.19 -0.63
H 1.30 2.11 4.04
H 3.58 2.16 3.36
H 4.17 -0.10 1.40
H 5.29 0.52 2.62
H 3.79 -0.25 3.12
H 4.60 2.30 0.51
H 3.71 3.64 1.28
H 5.22 3.05 1.96
H -1.47 2.24 3.84
H -1.57 -0.77 3.33
H -0.72 0.00 4.67
H -2.47 0.12 4.57
H -2.44 0.71 1.37
H -3.51 1.35 2.64
H -2.56 2.48 1.67
H 2.29 -3.75 -1.63
H 4.29 -2.36 -2.12
H 4.42 -2.16 0.92
H 4.07 -3.60 -0.03
H 5.66 -2.85 -0.14
H 4.97 0.13 -0.50
H 6.06 -0.88 -1.42
H 4.80 -0.01 -2.27
H -1.43 -2.85 -1.53
H 0.44 -5.26 -1.29
H -1.26 -5.28 -1.77
H -0.06 -4.49 -2.80
H -0.18 -4.24 0.91
H -1.04 -2.70 0.99
H -1.90 -4.21 0.51
C -5.87 -0.79 1.43
C -4.99 -2.02 1.62
C -5.50 -3.17 0.74
C -4.94 -2.45 3.08
N -3.60 -1.70 1.28
N -3.26 -1.36 -0.04
H -6.86 -1.01 1.81
H -5.99 -0.52 0.38
H -5.48 0.06 1.99
H -6.47 -3.48 1.11
H -4.83 -4.03 0.78
H -5.62 -2.86 -0.29
H -5.94 -2.66 3.44
H -4.52 -1.67 3.70
H -4.34 -3.35 3.20
H -2.95 -2.38 1.66
H -4.05 -0.82 -0.42
H -3.13 -2.19 -0.64

total charge	+2
HOMO level	-14.4	eV
ΔE to the lowest compared entry with this formula, charge and spin	1.658	eV
gap between HOMO and LUMO	5.81	eV

DFT (ωB97M-V/def2-TZVPD) results for C15H19BrN2OS in the gas phase.

Element x y z (Å)
C 0.18 -0.50 -5.29
C 1.22 -0.63 -4.18
N 0.66 -1.18 -2.95
C -0.44 -0.42 -2.38
C -0.10 0.98 -1.87
C 1.72 -1.54 -2.03
C 1.23 -2.34 -0.81
N 0.85 -1.50 0.30
C -0.36 -1.56 0.90
O -1.23 -2.34 0.57
C -0.57 -0.59 1.99
C 0.14 0.50 2.38
C -0.46 1.18 3.47
C -0.02 2.33 4.14
C -0.77 2.81 5.19
Br -0.18 4.37 6.11
C -1.95 2.19 5.60
C -2.39 1.06 4.96
C -1.65 0.56 3.89
S -2.02 -0.84 2.93
H 0.69 -0.32 -6.24
H -0.39 -1.41 -5.37
H -0.50 0.33 -5.12
H 1.99 -1.32 -4.51
H 1.70 0.35 -4.01
H -0.86 -1.01 -1.57
H -1.21 -0.34 -3.15
H -0.99 1.43 -1.44
H 0.66 0.95 -1.09
H 0.25 1.62 -2.67
H 2.29 -0.66 -1.67
H 2.42 -2.17 -2.58
H 2.03 -3.02 -0.49
H 0.36 -2.94 -1.08
H 1.55 -0.86 0.64
H 1.05 0.84 1.92
H 0.89 2.82 3.83
H -2.50 2.60 6.43
H -3.30 0.57 5.26

HOMO level	-8.5	eV
ΔE to the lowest compared entry with this formula, charge and spin	0.021	eV
SMILES	CCN(CC)CCNC(=O)c1cc2cc(Br)ccc2s1
gap between HOMO and LUMO	8.51	eV